{"formula": "C2H9NS2", "method": "wB97M-V/def2-TZVPD", "symbols": ["C", "C", "N", "H", "H", "H", "H", "H", "H", "H", "S", "S", "H", "H"], "coordinates": [[1.952, 2.802, 0.072], [2.383, 1.602, -0.902], [2.146, 0.155, -0.334], [1.057, 2.692, 0.541], [2.050, 3.798, -0.255], [2.714, 2.751, 0.920], [3.378, 1.608, -1.352], [1.696, 1.600, -1.727], [1.220, 0.156, 0.018], [2.610, 0.133, 0.589], [-1.462, -0.372, -0.358], [-1.748, -1.953, 0.912], [-2.741, 0.046, -0.523], [-1.657, -3.091, 0.237]], "total_charge": 0, "orbital_gap_ha": 0.363, "smiles": "CCN.SS", "total_energy_ev": -25379.4768}

---

{"formula": "C33H28AgBrCl2N5O4", "method": "wB97M-V/def2-TZVPD", "symbols": ["Ag", "O", "C", "C", "C", "C", "C", "C", "C", "O", "N", "N", "C", "C", "Br", "C", "C", "C", "C", "C", "C", "C", "H", "H", "H", "H", "H", "H", "H", "H", "H", "H", "H", "H", "H", "H", "C", "O", "C", "C", "C", "C", "C", "C", "N", "N", "C", "C", "C", "C", "O", "C", "N", "C", "C", "C", "C", "H", "H", "H", "H", "H", "H", "H", "H", "H", "H", "H", "H", "Cl", "C", "Cl", "H", "H"], "coordinates": [[-0.622, -2.011, -1.482], [3.715, -2.320, -5.452], [2.750, -1.365, -5.636], [2.840, -0.459, -6.684], [1.893, 0.540, -6.825], [0.838, 0.628, -5.934], [0.729, -0.300, -4.913], [1.673, -1.301, -4.754], [1.508, -2.309, -3.620], [0.287, -2.714, -3.416], [2.093, -1.557, -2.441], [1.750, -1.866, -1.224], [2.417, -1.399, -0.219], [2.087, -1.680, 1.133], [0.401, -2.570, 1.387], [2.895, -1.408, 2.180], [2.630, -1.637, 3.591], [3.602, -2.264, 4.373], [3.384, -2.502, 5.715], [2.201, -2.095, 6.309], [1.236, -1.457, 5.546], [1.442, -1.233, 4.199], [4.330, -2.281, -6.195], [3.662, -0.535, -7.388], [1.984, 1.243, -7.642], [0.104, 1.416, -6.037], [-0.101, -0.285, -4.219], [2.221, -3.155, -3.791], [2.966, -1.051, -2.603], [3.300, -0.765, -0.375], [3.885, -1.029, 1.949], [4.519, -2.590, 3.902], [4.142, -3.009, 6.297], [2.038, -2.268, 7.362], [0.315, -1.130, 6.006], [0.690, -0.728, 3.611], [-0.350, 2.620, 5.131], [-0.541, 3.850, 4.482], [-1.469, 3.888, 3.468], [-2.300, 2.830, 3.121], [-3.163, 2.948, 2.054], [-3.251, 4.134, 1.314], [-2.461, 5.218, 1.721], [-1.577, 5.091, 2.768], [-4.227, 4.344, 0.357], [-4.672, 3.483, -0.437], [-4.095, 2.283, -0.722], [-4.977, 1.227, -0.987], [-4.554, -0.071, -1.087], [-3.189, -0.441, -0.960], [-2.818, -1.646, -0.933], [-2.240, 0.664, -0.885], [-0.934, 0.363, -0.958], [-0.044, 1.329, -0.997], [-0.397, 2.681, -1.034], [-1.724, 3.014, -0.925], [-2.692, 2.005, -0.793], [0.438, 2.781, 5.866], [-0.028, 1.834, 4.437], [-1.258, 2.291, 5.647], [-2.270, 1.894, 3.658], [-3.794, 2.111, 1.792], [-2.546, 6.153, 1.187], [-0.944, 5.916, 3.063], [-6.032, 1.459, -1.018], [-5.271, -0.866, -1.224], [0.997, 1.025, -1.024], [0.363, 3.440, -1.165], [-2.035, 4.048, -0.980], [0.404, -7.517, -2.422], [-0.406, -6.547, -1.188], [-0.517, -4.819, -1.695], [0.181, -6.621, -0.275], [-1.410, -6.949, -1.065]], "total_charge": -1, "orbital_gap_ha": 0.234, "total_energy_ev": -149400.7610}

---

{"formula": "C3H12O5", "method": "wB97M-V/def2-TZVPD", "symbols": ["O", "C", "C", "C", "O", "H", "H", "H", "H", "H", "H", "O", "H", "H", "O", "H", "H", "O", "H", "H"], "coordinates": [[0.991, -0.402, 1.624], [-0.023, -0.100, 1.006], [-0.246, 1.257, 0.486], [-1.502, 1.936, 1.113], [-2.390, 2.280, 0.056], [-0.784, -0.883, 0.987], [0.647, 1.943, 0.651], [-0.171, 1.283, -0.643], [-1.961, 1.287, 1.873], [-1.159, 2.851, 1.546], [-3.257, 1.866, 0.189], [-0.157, -2.814, -1.072], [-1.012, -2.418, -1.275], [-0.190, -3.623, -1.598], [1.490, 0.486, -1.822], [1.838, 1.038, -1.134], [1.860, -0.356, -2.109], [2.372, -1.909, -0.057], [2.005, -1.305, 0.619], [1.647, -2.415, -0.442]], "total_charge": 0, "orbital_gap_ha": 0.378, "smiles": "O=CCCO.O.O.O", "total_energy_ev": -13541.5830}

---

{"formula": "C3H7NOS2", "method": "wB97M-V/def2-TZVPD", "symbols": ["N", "C", "C", "O", "C", "S", "S", "H", "H", "H", "H", "H", "H", "H"], "coordinates": [[1.755, 0.335, -0.239], [0.686, -0.137, 0.610], [0.697, -1.644, 0.836], [0.174, -2.224, 1.738], [-0.660, 0.119, -0.086], [-0.850, 1.860, -0.557], [-2.585, 1.747, -1.673], [2.678, 0.322, 0.149], [1.669, 0.097, -1.212], [0.802, 0.426, 1.539], [1.236, -2.153, 0.034], [-1.510, -0.147, 0.514], [-0.650, -0.502, -0.993], [-3.442, 1.903, -0.660]], "total_charge": 0, "orbital_gap_ha": 0.355, "smiles": "N[C@H](C=O)CSS", "total_energy_ev": -28432.0672}

---

{"formula": "CHF3LiO4P", "method": "wB97M-V/def2-TZVPD", "symbols": ["P", "O", "F", "O", "F", "F", "C", "O", "O", "H", "Li"], "coordinates": [[0.664, 0.457, 0.095], [-0.621, -0.349, 0.650], [1.336, -1.639, -0.366], [1.913, 0.449, 0.905], [0.678, 0.545, -1.475], [0.075, 1.934, 0.285], [-1.842, -0.429, 0.057], [-2.471, -1.441, 0.605], [-2.225, 0.286, -0.820], [-3.400, -1.444, 0.333], [2.772, -1.265, 0.664]], "total_charge": 0, "orbital_gap_ha": 0.397, "total_energy_ev": -26895.6145}

---

{"formula": "C3H5NO", "method": "wB97M-V/def2-TZVPD", "symbols": ["C", "C", "O", "C", "N", "H", "H", "H", "H", "H"], "coordinates": [[-0.443, 1.561, 0.888], [-0.163, 0.353, 0.051], [0.599, 0.356, -0.897], [0.759, -3.516, -0.949], [0.796, -2.378, -1.230], [0.190, 2.391, 0.572], [-0.268, 1.325, 1.944], [-1.499, 1.836, 0.791], [-0.684, -0.582, 0.338], [0.815, -1.368, -1.369]], "total_charge": 0, "orbital_gap_ha": 0.423, "total_energy_ev": -6728.1011}